[1]
Formula: CH5NO2S
Source: OMol25
Level of theory: ωB97M-V with the def2-TZVPD basis set

XYZ file:
```
10
Properties=species:S:1:pos:R:3:mulliken_charge:R:1
C 3.25 0.16 -0.77 -0.06
N -0.74 1.33 0.72 -0.51
O 0.35 -0.28 -0.97 -0.46
O 3.04 0.99 0.07 -0.41
S 0.33 1.03 -0.36 0.64
H 0.34 2.24 -2.41 -0.07
H 4.07 -0.57 -0.53 0.28
H 2.58 -0.02 -1.69 0.22
H -1.24 0.47 0.86 0.25
H 1.09 2.56 -2.59 0.11
```

The multiplicity is 1.

---

[2]
Formula: CH5NO2Si
Source: OMol25
Level of theory: ωB97M-V with the def2-TZVPD basis set

XYZ file:
```
10
Properties=species:S:1:pos:R:3:mulliken_charge:R:1
C 0.86 -0.05 -1.05 -1.06
N -3.16 0.11 0.06 0.45
O -3.48 0.49 -1.05 -0.40
O -3.70 -0.53 0.91 -0.40
Si -0.35 0.52 0.42 0.57
H 0.26 0.02 -1.96 0.32
H 1.42 0.81 -1.31 0.34
H 1.29 -1.07 -1.07 0.33
H -0.16 1.92 0.61 -0.08
H -0.03 -0.25 1.62 -0.07
```

The multiplicity is 1.

---

[3]
Formula: CH5NOS
Source: OMol25
Level of theory: ωB97M-V with the def2-TZVPD basis set

XYZ file:
```
9
Properties=species:S:1:pos:R:3:mulliken_spin:R:1
S 1.50 3.30 -1.27 0.42
H 1.75 3.97 -2.39 -0.08
H 0.53 4.18 -0.93 -0.11
C -0.32 -1.65 0.22 2.36
N -1.11 -2.16 1.28 0.36
O -0.28 -0.48 -0.04 -1.28
H 0.22 -2.40 -0.49 -0.15
H -1.54 -1.64 1.95 -0.12
H -0.74 -3.11 1.66 -0.40
```

The multiplicity is 2. As for the total charge: -1.

---

[4]
Formula: CH5NOS
Source: OMol25
Level of theory: ωB97M-V with the def2-TZVPD basis set

XYZ file:
```
9
Properties=species:S:1:pos:R:3:mulliken_charge:R:1
C -0.91 -0.93 -0.27 -0.75
N 0.42 1.57 0.35 -0.60
O 1.65 -0.67 -0.92 -0.52
S 0.79 -0.32 0.19 0.50
H -0.43 -1.93 -0.46 0.25
H -1.39 -0.45 -1.10 0.31
H -1.46 -1.02 0.73 0.31
H 0.06 1.57 1.23 0.24
H 1.26 2.18 0.25 0.26
```

The multiplicity is 1.

---

[5]
Formula: CH5NOS
Source: OMol25
Level of theory: ωB97M-V with the def2-TZVPD basis set

XYZ file:
```
9
Properties=species:S:1:pos:R:3:mulliken_charge:R:1
N -0.13 1.46 0.11 -0.46
S 0.26 1.21 -1.68 -0.44
H 0.54 2.11 0.52 0.34
H -1.08 1.82 0.20 0.34
H -0.08 0.53 0.60 0.33
C 0.13 -1.79 0.07 -0.06
O -0.13 -1.05 0.99 -0.55
H 1.14 -1.89 -0.35 0.26
H -0.64 -2.39 -0.44 0.24
```

As for the structure (SMILES): [NH3+][S-].C=O. The multiplicity is 1.

---

[6]
Formula: CH5NOS2
Source: OMol25
Level of theory: ωB97M-V with the def2-TZVPD basis set

XYZ file:
```
10
Properties=species:S:1:pos:R:3:mulliken_charge:R:1
N 0.93 -1.48 -0.40 -0.33
C 1.72 -0.35 -0.33 0.03
O 2.59 -0.25 0.49 -0.54
H 1.22 -2.26 0.16 0.23
H 0.40 -1.59 -1.24 0.23
H 1.48 0.40 -1.08 0.39
S -1.15 1.43 1.03 -0.12
S -3.12 1.68 0.46 -0.18
H -0.63 1.97 -0.06 0.14
H -3.45 0.46 0.96 0.16
```

As for the structure (SMILES): NC=O.SS. The multiplicity is 1.

---

[7]
Formula: CH5NOS2
Source: OMol25
Level of theory: ωB97M-V with the def2-TZVPD basis set

XYZ file:
```
10
Properties=species:S:1:pos:R:3:mulliken_charge:R:1
O 0.05 -0.37 1.62 -0.48
C -0.84 0.11 0.71 -0.13
N -0.27 0.13 -0.63 -0.20
S 0.25 1.57 -1.30 -0.10
S -0.26 -1.29 -1.61 -0.11
H 0.97 -0.14 1.45 0.31
H -1.22 1.18 0.96 0.25
H -1.78 -0.52 0.61 0.25
H 1.50 1.51 -0.84 0.09
H 0.98 -1.67 -1.05 0.13
```

As for the structure (SMILES): OCN(S)S. The multiplicity is 1.

---

[8]
Formula: CH5NOS3
Source: OMol25
Level of theory: ωB97M-V with the def2-TZVPD basis set

XYZ file:
```
11
Properties=species:S:1:pos:R:3:mulliken_charge:R:1
C 1.72 1.02 0.26 -0.47
S 1.09 -0.62 -0.03 -0.11
S -0.99 -0.30 0.25 0.72
N -1.41 -1.23 -1.01 -0.48
O -1.32 -1.07 1.45 -0.54
S -1.54 1.54 -0.01 -0.30
H 0.83 1.58 0.40 0.05
H 2.24 1.38 -0.63 0.29
H 2.38 1.09 1.21 0.25
H -2.38 -1.53 -0.75 0.32
H -0.64 -1.88 -1.14 0.29
```

As for the structure (SMILES): CS[S@@](N)(=O)=S. The multiplicity is 1.

---

[9]
Formula: CH5NP2
Source: OMol25
Level of theory: ωB97M-V with the def2-TZVPD basis set

XYZ file:
```
9
Properties=species:S:1:pos:R:3:mulliken_charge:R:1
N -1.59 -0.34 0.47 -0.60
C -0.33 -0.07 0.13 0.32
P 0.02 -0.51 -1.62 -0.15
P 0.94 0.17 1.50 -0.13
H -1.69 -0.19 1.47 0.28
H 0.56 0.77 -2.23 0.07
H -1.37 -0.57 -1.85 0.09
H 1.97 -0.71 0.86 0.07
H 1.48 1.46 1.26 0.06
```

As for the structure (SMILES): N=C(P)P. The multiplicity is 1.

---

[10]
Formula: CH5NP2
Source: OMol25
Level of theory: ωB97M-V with the def2-TZVPD basis set

XYZ file:
```
9
Properties=species:S:1:pos:R:3:mulliken_charge:R:1
C -1.67 -1.22 -2.54 -0.18
N -1.56 -1.86 -1.58 -0.16
P 1.33 0.01 0.50 -0.13
P 0.45 1.95 1.04 -0.13
H -1.32 -2.33 -0.66 0.34
H 0.65 -0.44 1.75 0.06
H 2.39 -0.08 1.30 0.06
H 0.59 2.52 -0.25 0.07
H -0.86 1.44 0.45 0.08
```

The multiplicity is 1.

---

[11]
Formula: CH5NS
Source: OMol25
Level of theory: ωB97M-V with the def2-TZVPD basis set

XYZ file:
```
8
Properties=species:S:1:pos:R:3:mulliken_charge:R:1
C -1.26 0.24 1.18 -0.19
N -1.49 0.61 -0.01 -0.48
H -0.92 -0.80 1.33 0.19
H -1.40 0.73 2.15 0.25
H -0.93 1.35 -0.42 0.25
S 2.30 -0.63 -0.84 -0.33
H 2.46 -0.12 -2.11 0.15
H 1.24 -1.39 -1.27 0.17
```

As for the structure (SMILES): C=N.S. The multiplicity is 1.

---

[12]
Formula: CH5NS2
Source: OMol25
Level of theory: ωB97M-V with the def2-TZVPD basis set

XYZ file:
```
9
Properties=species:S:1:pos:R:3:mulliken_charge:R:1
C 0.19 0.60 1.65 -0.73
N -0.90 -0.70 -2.00 -0.39
S 1.77 1.10 1.31 -0.16
S -1.65 0.06 -0.72 -0.08
H 0.09 -0.44 1.86 0.41
H -0.41 1.30 2.15 0.36
H 0.05 -0.53 -2.26 0.24
H -1.28 -1.59 -2.23 0.25
H 2.13 0.21 0.24 0.11
```

The multiplicity is 1.

---

Here are the calculated calculated total energy numbers, same order: -644.404501, -535.633033, -569.214942, -569.208504, -569.215314, -967.463571, -967.405332, -1365.598081, -778.473062, -778.452106, -493.940726, -892.109250 (Ha).